No. 1
DFT (the ωB97M-V functional and the def2-TZVPD basis) results for the molecule C6H5F6NO2 in a non-equilibrium geometry.

Last columns: bonded neighbours and bond lengths (Å).
Atoms and positions in Å:
1 O 1.33906 2.51561 1.93330  N2 1.418, H16 0.998
2 N 1.35622 1.11706 2.16809  O1 1.418, C3 1.308
3 C 0.79812 0.35306 1.26548  N2 1.308, C4 1.501, C15 1.500
4 C 0.78655 -1.14719 1.31994  C3 1.501, O5 1.419, H17 1.106, H18 1.073
5 O 0.29137 -1.55676 0.05454  C4 1.419, C6 1.453
6 C -0.37518 -0.47768 -0.65419  O5 1.453, C7 1.541, C11 1.546, C15 1.553
7 C -1.91308 -0.52354 -0.56970  C6 1.541, F8 1.362, F9 1.353, F10 1.364
8 F -2.51894 0.58664 -1.07498  C7 1.362
9 F -2.21794 -0.72820 0.73218  C7 1.353
10 F -2.43248 -1.60632 -1.21691  C7 1.364
11 C 0.05319 -0.52272 -2.13942  C6 1.546, F12 1.366, F13 1.380, F14 1.373
12 F 1.41832 -0.54367 -2.17030  C11 1.366
13 F -0.33208 -1.68021 -2.78477  C11 1.380
14 F -0.40390 0.56024 -2.84802  C11 1.373
15 C 0.19851 0.82201 -0.02718  C3 1.500, C6 1.553, H19 1.065, H20 1.104
16 H 1.58552 3.04520 2.74198  O1 0.998
17 H 1.80411 -1.54329 1.49345  C4 1.106
18 H 0.17323 -1.51320 2.12030  C4 1.073
19 H 0.96304 1.28644 -0.60457  C15 1.065
20 H -0.57360 1.55651 0.26078  C15 1.104

## Properties
SMILES: O/N=C1/COC(C(F)(F)F)(C(F)(F)F)C1
Relative energy (zero: lowest compared OMol25 entry of this formula, charge and spin), kJ/mol: 179.5
Kohn-Sham gap, eV: 10.77

Here are the Löwdin charges for atoms 1 to 8, given in e: -0.077 0.047 -0.227 -0.097 -0.015 -0.228 -0.494 0.156


No. 2
DFT (the ωB97M-V functional and the def2-TZVPD basis) results for the molecule C2H4N2O.

Last columns: bonded neighbours and bond lengths (Å).
Atoms and positions in Å:
1 N -0.75636 0.67099 1.41490  C2 1.339, H6 1.004, H7 1.009
2 C -0.41314 0.26662 0.18499  N1 1.339, N3 1.287, H8 1.101
3 N 0.69636 -0.36944 0.04326  C2 1.287, C4 1.384
4 C 1.00769 -0.77428 -1.24318  N3 1.384, O5 1.205, H9 1.116
5 O 2.00957 -1.38107 -1.52808  C4 1.205
6 H -1.59852 1.16396 1.65294  N1 1.004
7 H -0.08627 0.41388 2.12457  N1 1.009
8 H -1.11423 0.50975 -0.62852  C2 1.101
9 H 0.25489 -0.50042 -2.02088  C4 1.116

## Properties
SMILES: N/C=N/C=O
Relative energy (zero: lowest compared OMol25 entry of this formula, charge and spin), kJ/mol: 16.5
Kohn-Sham gap, eV: 10.40

Here are the Löwdin charges for atoms 1 to 8, given in e: 0.115 -0.279 0.061 -0.394 0.035 0.102 0.111 0.134


No. 3
DFT (the ωB97M-V functional and the def2-TZVPD basis) results for the molecule C4H4F2S in a non-equilibrium geometry.

Last columns: bonded neighbours and bond lengths (Å).
Atoms and positions in Å:
1 C 0.80824 -0.72508 -0.23024  C2 1.365, C3 1.420, H8 1.137
2 C -0.44368 -1.26876 -0.24425  C1 1.365, S7 1.762, H9 1.130
3 C 1.18649 0.63935 -0.12445  C1 1.420, F5 1.344, H10 1.086
4 C -1.30840 1.34566 0.53125  F6 1.359, S7 1.759, H11 1.154
5 F 2.35592 0.81668 0.51276  C3 1.344
6 F -1.26983 2.19996 -0.52445  C4 1.359
7 S -1.80679 -0.33264 0.36367  C2 1.762, C4 1.759
8 H 1.73504 -1.37513 -0.12936  C1 1.137
9 H -0.78006 -2.26979 -0.64643  C2 1.130
10 H 1.07157 1.50644 -0.76853  C3 1.086
11 H -1.92969 1.79725 1.39201  C4 1.154

## Properties
Relative energy (zero: lowest compared OMol25 entry of this formula, charge and spin), kJ/mol: 389.3
Kohn-Sham gap (alpha / beta), eV: 8.03 / 7.42

Here are the Löwdin charges for atoms 1 to 8, given in e: -0.197 -0.408 -0.141 -0.481 0.004 -0.092 0.901 0.137


No. 4
DFT (the ωB97M-V functional and the def2-TZVPD basis) results for the molecule C5H6O2.

Last columns: bonded neighbours and bond lengths (Å).
Atoms and positions in Å:
1 C -1.71813 -1.07507 1.42961  C2 1.309, H8 1.088, H9 1.085
2 C -0.59036 -0.70345 0.87789  C1 1.309, C3 1.308
3 C 0.18584 -0.10569 0.01121  C2 1.308, C4 1.509, C6 1.518
4 C -0.79057 0.52089 -0.95386  C3 1.509, O5 1.206, H10 1.108
5 O -0.86804 1.70924 -1.14653  C4 1.206
6 C 1.67714 0.16603 -0.06424  C3 1.518, O7 1.410, H11 1.099, H12 1.094
7 O 2.07617 0.52150 -1.36917  C6 1.410, H13 0.966
8 H -2.28094 -0.37086 2.03844  C1 1.088
9 H -2.13892 -2.06143 1.26204  C1 1.085
10 H -1.51028 -0.20209 -1.38690  C4 1.108
11 H 1.97601 0.93224 0.66488  C6 1.099
12 H 2.22801 -0.74669 0.18260  C6 1.094
13 H 1.75407 1.41536 -1.54596  O7 0.966

## Properties
SMILES: C=C=C(C=O)CO
Relative energy (zero: lowest compared OMol25 entry of this formula, charge and spin), kJ/mol: 257.1
Kohn-Sham gap, eV: 10.38

Here are the Löwdin charges for atoms 1 to 8, given in e: 0.033 -0.055 -0.169 -0.230 0.069 -0.209 -0.056 0.073


No. 5
DFT (the ωB97M-V functional and the def2-TZVPD basis) results for the ion C3H3Cl3N3O2 with charge +1 in a non-equilibrium geometry.

Last columns: bonded neighbours and bond lengths (Å).
Atoms and positions in Å:
1 O 0.57097 -2.62762 0.05559  C2 1.145
2 C 0.25048 -1.53047 0.12031  O1 1.145, C3 1.499, N10 1.613
3 C -0.98651 -0.76202 0.47722  C2 1.499, Cl4 1.825, C5 1.499, H12 1.080
4 Cl -2.44513 -1.77431 0.05377  C3 1.825
5 C -1.04252 0.50297 -0.32580  C3 1.499, N6 1.403, H13 1.043, H14 1.148
6 N 0.02526 1.34101 0.02744  C5 1.403, Cl7 1.840, N8 1.277
7 Cl -0.18398 3.16937 0.02632  N6 1.840
8 N 1.23430 0.93237 -0.02928  N6 1.277, O9 1.200, N10 1.334
9 O 2.19194 1.63672 0.13255  N8 1.200
10 N 1.32775 -0.38261 -0.23042  C2 1.613, N8 1.334, Cl11 1.768
11 Cl 2.94991 -1.08395 -0.17454  N10 1.768
12 H -0.85804 -0.56757 1.53127  C3 1.080
13 H -0.88982 0.32057 -1.34088  C5 1.043
14 H -2.14461 0.82551 -0.32355  C5 1.148

## Properties
Total charge: +1
SMILES: O=C1[C@H](Cl)CN(Cl)[N+](=O)N1Cl
Relative energy (zero: lowest compared OMol25 entry of this formula, charge and spin), kJ/mol: 0.0
Kohn-Sham gap, eV: 9.25

Here are the Löwdin charges for atoms 1 to 8, given in e: 0.223 -0.406 -0.535 0.732 -0.231 -0.330 0.801 -0.347


No. 6
DFT (the ωB97M-V functional and the def2-TZVPD basis) results for the ion C5H6N with charge +1 in a non-equilibrium geometry.

Last columns: bonded neighbours and bond lengths (Å).
Atoms and positions in Å:
1 C 2.24221 0.01821 -0.10577  C2 1.419, H7 1.146, H8 1.123, H9 1.102
2 C 0.89004 0.14219 0.30679  C1 1.419, C3 1.229
3 C -0.27979 -0.23551 0.29100  C2 1.229, N4 1.374
4 N -1.63567 -0.44451 0.36019  C3 1.374, C5 1.460, C6 1.517, H10 1.083
5 C -2.64100 -0.11262 -0.64514  N4 1.460, C6 1.287, H11 1.033
6 C -2.63048 0.70133 0.35122  N4 1.517, C5 1.287, H12 1.001
7 H 2.47733 1.05639 -0.52927  C1 1.146
8 H 2.85216 -0.19752 0.81156  C1 1.123
9 H 2.54112 -0.68588 -0.89875  C1 1.102
10 H -1.88685 -1.10065 1.18390  N4 1.083
11 H -2.65102 -0.41061 -1.63424  C5 1.033
12 H -2.80141 1.44448 0.99989  C6 1.001

## Properties
Total charge: +1
SMILES: CC#C[NH+]1C=C1
Relative energy (zero: lowest compared OMol25 entry of this formula, charge and spin), kJ/mol: 590.1
Kohn-Sham gap, eV: 9.82

Here are the Löwdin charges for atoms 1 to 8, given in e: -0.093 -0.029 0.001 -0.039 0.150 0.201 0.121 0.111